No. 1
{"formula": "C57H56N3O7P2Sc", "method": "wB97M-V/def2-TZVPD", "species": ["Sc", "O", "C", "O", "C", "C", "C", "C", "C", "C", "P", "C", "C", "C", "C", "C", "C", "C", "C", "C", "C", "C", "C", "H", "H", "H", "H", "H", "H", "H", "H", "H", "H", "H", "H", "H", "H", "C", "C", "C", "C", "C", "O", "C", "N", "C", "C", "C", "C", "C", "C", "P", "C", "C", "C", "C", "C", "C", "C", "C", "C", "C", "C", "C", "H", "H", "H", "H", "H", "H", "H", "H", "H", "H", "H", "H", "H", "H", "H", "H", "H", "H", "H", "H", "H", "H", "H", "H", "O", "C", "O", "C", "C", "C", "C", "O", "C", "O", "C", "C", "H", "H", "H", "H", "H", "C", "C", "N", "C", "C", "N", "C", "C", "H", "H", "H", "H", "H", "H", "H", "H", "H", "H", "H", "H", "H"], "xyz": [[0.408, -0.163, -0.013], [-0.265, -0.967, 1.859], [-1.286, -1.316, 1.192], [-1.672, -0.533, 0.264], [-1.783, -2.715, 1.231], [-2.215, -3.287, 2.419], [-2.633, -4.607, 2.430], [-2.596, -5.355, 1.261], [-2.133, -4.788, 0.084], [-1.708, -3.462, 0.046], [-1.103, -2.688, -1.513], [0.025, -3.865, -2.306], [0.615, -4.942, -1.651], [1.606, -5.688, -2.275], [2.018, -5.369, -3.560], [1.451, -4.285, -4.215], [0.475, -3.531, -3.585], [-2.671, -2.743, -2.463], [-2.815, -3.350, -3.705], [-4.018, -3.261, -4.399], [-5.090, -2.570, -3.859], [-4.960, -1.975, -2.607], [-3.762, -2.059, -1.918], [-2.235, -2.695, 3.324], [-2.989, -5.056, 3.347], [-2.927, -6.384, 1.266], [-2.107, -5.384, -0.820], [0.321, -5.201, -0.642], [2.053, -6.523, -1.754], [2.784, -5.959, -4.045], [1.779, -4.020, -5.211], [0.072, -2.662, -4.096], [-1.999, -3.913, -4.137], [-4.119, -3.757, -5.355], [-6.031, -2.521, -4.390], [-5.806, -1.473, -2.156], [-3.677, -1.610, -0.934], [3.001, -1.689, 3.385], [3.339, -2.005, 1.930], [2.397, -3.064, 1.372], [3.467, -0.735, 1.066], [4.666, 0.106, 1.475], [4.080, 1.167, 2.250], [2.765, 1.160, 2.025], [2.317, 0.226, 1.253], [2.092, 2.246, 2.800], [2.857, 2.794, 3.838], [2.366, 3.813, 4.632], [1.102, 4.327, 4.393], [0.339, 3.793, 3.372], [0.805, 2.745, 2.579], [-0.341, 2.156, 1.297], [-1.849, 1.805, 2.252], [-3.092, 1.810, 1.623], [-4.236, 1.433, 2.308], [-4.145, 1.024, 3.632], [-2.910, 0.994, 4.260], [-1.768, 1.382, 3.575], [-0.614, 3.682, 0.349], [0.412, 4.015, -0.537], [0.375, 5.207, -1.242], [-0.708, 6.065, -1.094], [-1.740, 5.732, -0.228], [-1.691, 4.551, 0.502], [3.052, -2.595, 3.988], [1.987, -1.294, 3.469], [3.691, -0.971, 3.830], [4.350, -2.432, 1.901], [1.355, -2.735, 1.392], [2.445, -3.959, 1.993], [2.646, -3.346, 0.350], [3.534, -1.020, 0.020], [5.201, 0.564, 0.641], [5.367, -0.419, 2.122], [3.849, 2.415, 4.023], [2.977, 4.209, 5.430], [0.710, 5.135, 4.994], [-0.651, 4.195, 3.190], [-3.172, 2.102, 0.586], [-5.195, 1.456, 1.811], [-5.036, 0.732, 4.170], [-2.832, 0.673, 5.290], [-0.812, 1.342, 4.081], [1.253, 3.343, -0.673], [1.189, 5.467, -1.905], [-0.739, 6.998, -1.640], [-2.575, 6.407, -0.097], [-2.486, 4.323, 1.200], [1.145, 0.685, -1.838], [1.823, -0.388, -2.006], [1.695, -1.308, -1.127], [2.696, -0.594, -3.158], [2.740, 0.369, -4.163], [3.530, 0.191, -5.299], [4.259, -0.975, -5.356], [5.077, -1.381, -6.347], [5.667, -2.615, -5.906], [5.008, -2.990, -4.692], [4.219, -1.937, -4.350], [3.445, -1.786, -3.236], [2.162, 1.274, -4.042], [3.578, 0.924, -6.089], [6.729, -2.453, -5.713], [5.492, -3.380, -6.663], [3.373, -2.547, -2.474], [-2.316, 3.135, -4.340], [-1.360, 2.746, -3.187], [-1.757, 1.473, -2.602], [-1.594, 0.413, -3.587], [-2.377, 0.732, -4.879], [-3.210, 1.951, -4.593], [-4.084, 1.702, -3.394], [-3.148, 1.560, -2.176], [-1.807, 3.354, -5.278], [-2.971, 3.969, -4.089], [-1.377, 3.519, -2.422], [-0.335, 2.651, -3.547], [-1.960, -0.517, -3.161], [-0.531, 0.300, -3.803], [-3.063, -0.065, -5.165], [-1.743, 0.984, -5.729], [-3.801, 2.145, -5.400], [-4.647, 0.792, -3.605], [-4.771, 2.546, -3.323], [-3.409, 0.662, -1.618], [-3.244, 2.423, -1.518]], "multiplicity": 1, "e_lumo_ev": -4.2, "total_energy_ha": -4339.8109, "homo_lumo_gap_ha": 0.298, "charge": 2}


No. 2
{"formula": "C8H16N3", "method": "wB97M-V/def2-TZVPD", "species": ["C", "C", "N", "C", "C", "C", "N", "N", "C", "C", "C", "H", "H", "H", "H", "H", "H", "H", "H", "H", "H", "H", "H", "H", "H", "H", "H"], "xyz": [[1.697, -2.264, -0.654], [1.114, -1.464, 0.454], [0.692, -0.056, 0.105], [1.493, 1.008, -0.011], [2.982, 0.943, 0.164], [0.667, 2.114, -0.274], [-0.588, 1.715, -0.232], [-0.670, 0.445, 0.029], [-2.034, -0.123, 0.133], [-2.745, -0.077, -1.152], [-2.663, 0.787, 1.259], [1.024, -2.545, -1.492], [2.424, -1.719, -1.224], [2.290, -3.041, -0.272], [1.707, -1.196, 1.356], [0.352, -2.119, 0.995], [3.429, -0.002, 0.445], [3.116, 1.696, 0.998], [3.585, 1.255, -0.730], [0.954, 3.133, -0.275], [-1.972, -1.177, 0.499], [-2.876, 0.922, -1.592], [-2.076, -0.384, -1.997], [-3.747, -0.677, -1.022], [-2.776, 1.719, 0.712], [-1.917, 0.853, 2.078], [-3.463, 0.254, 1.701]], "multiplicity": 1, "e_lumo_ev": -3.5, "smiles": "CC[n+]1c(C)cnn1C(C)C", "total_energy_ha": -478.3704, "homo_lumo_gap_ha": 0.391, "de_lowest_kj_mol": 222.5, "charge": 1}


No. 3
{"formula": "C4H5N2OS", "method": "wB97M-V/def2-TZVPD", "species": ["O", "N", "C", "C", "C", "N", "C", "S", "H", "H", "H", "H", "H"], "xyz": [[2.138, 2.325, -0.548], [1.396, 1.336, -0.231], [0.132, 1.368, 0.174], [-0.783, 0.297, 0.292], [-0.732, -0.787, -0.534], [0.278, -1.032, -1.442], [1.421, -0.821, -1.081], [2.017, -1.264, 0.636], [-0.200, 2.290, 0.796], [-1.568, 0.561, 0.993], [-1.495, -1.551, -0.637], [2.283, -0.976, -1.806], [1.261, -0.284, 1.292]], "multiplicity": 1, "e_lumo_ev": 3.6, "smiles": "[O-]/N=C/C=C\\N=C/S", "total_energy_ha": -738.2429, "homo_lumo_gap_ha": 0.239, "de_lowest_kj_mol": 449.9, "charge": -1}


No. 4
{"formula": "H4OS", "method": "wB97M-V/def2-TZVPD", "species": ["O", "H", "H", "S", "H", "H"], "xyz": [[-2.365, -2.305, 3.819], [-3.313, -2.457, 3.751], [-1.996, -2.998, 4.383], [1.989, 2.651, -4.208], [2.824, 1.615, -4.097], [2.861, 3.495, -3.647]], "multiplicity": 1, "e_lumo_ev": 1.1, "smiles": "O.S", "total_energy_ha": -475.8071, "homo_lumo_gap_ha": 0.399, "de_lowest_kj_mol": 10.3, "charge": 0}


No. 5
{"formula": "C5H4BrNO2S", "method": "wB97M-V/def2-TZVPD", "species": ["C", "C", "C", "C", "C", "N", "O", "O", "S", "Br", "H", "H", "H", "H"], "xyz": [[-1.320, 1.146, -0.137], [-0.032, 0.922, -0.814], [0.036, -0.734, 0.880], [-1.822, 0.045, 0.645], [1.943, -0.593, -0.512], [0.628, -0.120, -0.144], [0.493, 1.566, -1.702], [0.262, -1.511, 1.706], [-1.918, 2.664, 0.218], [-2.415, -1.594, -0.218], [-2.507, 0.326, 1.560], [2.500, 0.189, 0.021], [2.158, -1.560, 0.121], [1.993, -0.745, -1.625]], "multiplicity": 1, "e_lumo_ev": [-1.7, -1.7], "total_energy_ha": -3370.2860, "homo_lumo_gap_ha": [0.266, 0.266], "de_lowest_kj_mol": 0.0, "charge": 0}


No. 6
{"formula": "C24H53B2Cl20O6P", "method": "wB97M-V/def2-TZVPD", "species": ["C", "C", "O", "B", "C", "P", "O", "O", "O", "B", "O", "O", "C", "H", "H", "H", "H", "H", "H", "H", "H", "H", "H", "H", "H", "H", "Cl", "C", "C", "Cl", "H", "H", "H", "H", "Cl", "C", "C", "Cl", "H", "H", "H", "H", "Cl", "C", "C", "Cl", "H", "H", "H", "H", "Cl", "C", "C", "Cl", "H", "H", "H", "H", "Cl", "C", "C", "Cl", "H", "H", "H", "H", "Cl", "C", "C", "Cl", "H", "H", "H", "H", "Cl", "C", "C", "Cl", "H", "H", "H", "H", "Cl", "C", "C", "Cl", "H", "H", "H", "H", "Cl", "C", "C", "Cl", "H", "H", "H", "H", "Cl", "C", "C", "Cl", "H", "H", "H", "H"], "xyz": [[2.340, -5.290, -0.314], [1.132, -6.114, -1.124], [0.588, -5.205, -2.177], [-0.546, -4.472, -1.576], [-0.471, -3.048, -0.756], [0.485, -1.652, -1.650], [1.333, -2.207, -2.863], [-0.563, -0.345, -2.222], [1.623, -0.857, -0.542], [-2.074, -5.169, -1.688], [-2.629, -5.703, -2.956], [-2.808, -5.247, -0.379], [-3.921, -4.286, -0.344], [2.943, -4.676, -1.138], [3.135, -6.058, 0.133], [1.876, -4.604, 0.521], [1.684, -7.049, -1.612], [0.292, -6.503, -0.391], [-0.014, -3.305, 0.316], [-1.553, -2.621, -0.533], [-0.735, 0.272, -1.442], [1.314, -1.060, 0.409], [-2.499, -6.714, -2.993], [-4.839, -4.655, -0.973], [-4.290, -4.238, 0.785], [-3.651, -3.196, -0.672], [1.596, 2.314, -1.983], [1.537, 1.609, -3.617], [1.706, 2.659, -4.704], [0.308, 3.759, -4.800], [0.590, 1.070, -3.721], [2.351, 0.880, -3.676], [1.794, 2.174, -5.680], [2.603, 3.265, -4.543], [-3.414, -1.216, -0.727], [-4.755, -0.192, -1.298], [-4.292, 1.209, -1.665], [-3.784, 2.146, -0.237], [-5.523, -0.172, -0.519], [-5.177, -0.686, -2.178], [-5.114, 1.762, -2.129], [-3.455, 1.186, -2.370], [-5.637, 2.419, -5.690], [-4.820, 3.994, -5.845], [-3.525, 4.050, -5.049], [-3.815, 4.032, -3.291], [-5.521, 4.773, -5.530], [-4.608, 4.137, -6.909], [-2.992, 4.979, -5.272], [-2.865, 3.212, -5.293], [-3.134, -6.493, 4.124], [-4.036, -7.686, 3.157], [-4.602, -7.083, 1.881], [-5.906, -5.914, 2.210], [-4.824, -8.108, 3.787], [-3.334, -8.487, 2.909], [-5.034, -7.870, 1.257], [-3.828, -6.573, 1.298], [-0.428, -2.230, -8.398], [0.849, -2.236, -7.157], [0.306, -1.919, -5.772], [-0.241, -0.229, -5.634], [1.621, -1.522, -7.460], [1.290, -3.237, -7.162], [1.092, -2.059, -5.024], [-0.534, -2.570, -5.510], [-7.723, -8.846, -1.312], [-8.640, -9.400, 0.111], [-7.996, -8.958, 1.416], [-6.446, -9.784, 1.716], [-8.730, -10.489, 0.055], [-9.642, -8.970, 0.028], [-8.653, -9.204, 2.256], [-7.814, -7.879, 1.431], [3.359, 2.577, 4.205], [3.706, 3.307, 2.618], [2.484, 3.323, 1.712], [2.011, 1.685, 1.194], [4.537, 2.758, 2.164], [4.040, 4.332, 2.807], [2.702, 3.891, 0.804], [1.623, 3.785, 2.205], [3.947, 6.679, 2.239], [3.807, 7.868, 3.557], [4.202, 7.283, 4.904], [3.036, 6.062, 5.475], [2.780, 8.246, 3.567], [4.473, 8.699, 3.305], [4.227, 8.073, 5.660], [5.191, 6.815, 4.867], [7.196, 6.738, 4.088], [8.096, 7.107, 2.595], [7.854, 8.529, 2.115], [6.187, 8.768, 1.530], [7.812, 6.372, 1.836], [9.157, 6.968, 2.823], [8.518, 8.757, 1.277], [8.042, 9.260, 2.908], [7.559, 7.063, 7.730], [6.409, 5.909, 8.450], [5.009, 6.491, 8.568], [4.924, 7.797, 9.777], [6.801, 5.601, 9.424], [6.392, 5.032, 7.797], [4.310, 5.715, 8.892], [4.657, 6.891, 7.612]], "multiplicity": 1, "e_lumo_ev": -0.5, "smiles": "CCOB(CP(=O)(O)O)B(O)OC.ClCCCl.ClCCCl.ClCCCl.ClCCCl.ClCCCl.ClCCCl.ClCCCl.ClCCCl.ClCCCl.ClCCCl", "total_energy_ha": -10992.6525, "homo_lumo_gap_ha": 0.329, "charge": 0}


No. 7
{"formula": "C9H26F9N4O7S", "method": "wB97M-V/def2-TZVPD", "species": ["N", "H", "H", "H", "H", "N", "H", "H", "H", "H", "N", "H", "H", "H", "H", "N", "H", "H", "H", "H", "C", "F", "F", "F", "S", "O", "O", "O", "C", "C", "O", "C", "O", "C", "F", "F", "F", "H", "H", "H", "H", "H", "C", "C", "O", "C", "O", "C", "F", "F", "F", "H", "H", "H", "H", "H"], "xyz": [[0.984, -4.000, -0.817], [0.330, -3.261, -0.498], [1.914, -3.974, -0.394], [1.286, -3.854, -1.783], [0.489, -4.888, -0.751], [-2.498, -3.823, 1.096], [-2.080, -2.979, 0.658], [-2.397, -4.583, 0.432], [-3.463, -3.660, 1.386], [-1.882, -4.028, 1.885], [-1.282, -3.923, -4.059], [-1.443, -2.923, -3.832], [-1.850, -4.231, -4.853], [-1.671, -4.439, -3.271], [-0.305, -4.165, -4.173], [2.828, -0.874, -0.749], [1.944, -0.715, -1.288], [3.426, -1.581, -1.169], [2.518, -1.160, 0.177], [3.344, 0.009, -0.734], [-2.117, 0.499, -1.106], [-1.420, 1.432, -0.463], [-3.061, 0.044, -0.300], [-2.647, 1.001, -2.188], [-1.025, -1.001, -1.609], [-1.153, -1.952, -0.469], [-1.557, -1.475, -2.889], [0.361, -0.490, -1.702], [-2.111, 2.848, 2.579], [-1.664, 1.431, 2.900], [-2.870, 0.636, 3.071], [-2.836, -0.669, 3.223], [-1.830, -1.346, 3.237], [-4.234, -1.333, 3.277], [-4.232, -2.245, 4.252], [-5.165, -0.435, 3.569], [-4.489, -1.907, 2.106], [-1.318, 3.478, 2.163], [-2.530, 3.413, 3.408], [-2.718, 2.951, 1.676], [-0.941, 1.276, 3.697], [-1.185, 1.094, 1.980], [1.707, 2.876, -1.169], [2.388, 3.710, -0.110], [3.584, 4.264, -0.699], [4.599, 4.572, 0.059], [4.641, 4.441, 1.259], [5.869, 4.991, -0.692], [6.791, 5.633, 0.025], [6.481, 3.881, -1.130], [5.614, 5.732, -1.791], [2.432, 2.201, -1.638], [1.398, 3.498, -2.009], [0.870, 2.333, -0.733], [2.464, 3.147, 0.819], [1.708, 4.526, 0.138]], "multiplicity": 1, "e_lumo_ev": -10.8, "total_energy_ha": -2400.2119, "homo_lumo_gap_ha": 0.209, "charge": 3}


No. 8
{"formula": "C15H31BF4N9O3Tl", "method": "wB97M-V/def2-TZVPD", "species": ["Tl", "B", "F", "F", "F", "F", "C", "O", "N", "N", "H", "H", "H", "H", "C", "O", "N", "N", "H", "H", "H", "H", "C", "O", "N", "N", "H", "H", "H", "H", "C", "C", "C", "C", "N", "H", "H", "H", "H", "H", "H", "H", "C", "C", "C", "C", "N", "H", "H", "H", "H", "H", "H", "H", "N", "C", "C", "C", "C", "H", "H", "H", "H", "H"], "xyz": [[0.132, -4.173, 1.063], [-0.455, -1.032, 0.565], [0.912, -1.304, 0.909], [-0.668, 0.339, 0.492], [-0.596, -1.559, -0.664], [-1.315, -1.624, 1.420], [3.077, -2.524, -1.005], [2.005, -3.080, -1.030], [4.139, -3.126, -1.417], [3.293, -1.302, -0.678], [4.026, -4.082, -1.724], [5.040, -2.678, -1.328], [4.250, -0.983, -0.631], [2.529, -0.737, -0.335], [-1.835, -4.054, -2.477], [-0.983, -4.285, -1.634], [-3.046, -3.770, -2.298], [-1.588, -4.160, -3.723], [-3.636, -3.659, -3.110], [-3.343, -3.780, -1.332], [-0.690, -4.468, -4.067], [-2.412, -4.091, -4.303], [0.054, -2.029, 4.455], [0.360, -2.722, 3.520], [-0.204, -2.410, 5.662], [-0.094, -0.774, 4.300], [-0.263, -3.402, 5.844], [-0.485, -1.835, 6.443], [-0.496, -0.117, 4.953], [0.152, -0.569, 3.343], [2.983, 5.070, 0.755], [2.573, 3.705, 0.100], [1.220, 3.246, 0.722], [1.207, 3.008, 2.151], [1.256, 2.727, 3.255], [3.858, 5.441, 0.223], [3.288, 4.910, 1.790], [2.112, 5.726, 0.744], [3.320, 2.935, 0.292], [2.400, 3.810, -0.971], [1.196, 2.257, 0.265], [0.366, 3.790, 0.319], [0.258, 2.097, -3.865], [-0.065, 0.750, -3.247], [-0.628, -0.316, -4.208], [0.093, -0.377, -5.463], [0.618, -0.487, -6.478], [-0.411, 2.590, -4.570], [1.067, 1.959, -4.582], [0.578, 2.786, -3.084], [-0.762, 0.892, -2.421], [0.845, 0.356, -2.795], [-1.656, -0.082, -4.481], [-0.587, -1.270, -3.682], [-2.564, 1.269, 2.111], [-3.469, 0.717, 2.973], [-4.231, 1.705, 3.497], [-3.642, 2.920, 3.154], [-2.638, 2.660, 2.205], [-1.874, 0.731, 1.607], [-3.497, -0.351, 3.130], [-5.107, 1.660, 4.128], [-4.043, 3.859, 3.506], [-1.925, 3.300, 1.706]], "multiplicity": 2, "e_lumo_ev": [-2.7, -7.0], "s_squared": 0.762, "total_energy_ha": -1905.4994, "homo_lumo_gap_ha": [0.326, 0.169], "charge": 1}